(1)
# C4H15NO3

A cluster of 4 separate species, C4H15NO3 in total in a non-equilibrium geometry (the ωB97M-V functional and the def2-TZVPD basis, the OMol25 dataset).

Structure (ORCA input):
```
! wB97M-V def2-TZVPD RIJCOSX def2/J DEFGRID3
* xyz 0 1
C -1.9207 -0.9531 -1.0728
N -1.5429 -0.1278 -0.1365
C -1.0580 1.2598 -0.1185
C 0.3181 1.5136 0.7225
C 1.3200 2.2375 -0.1353
H -1.7144 -0.9150 -2.1464
H -2.3023 -1.9812 -0.8201
H -0.8937 1.9263 -1.0312
H -1.8655 1.6468 0.5756
H 0.0168 1.8891 1.6651
H 0.6847 0.4544 0.8465
H 2.3444 2.0810 0.3060
H 1.4104 1.8424 -1.2218
H 1.1959 3.3259 -0.3220
O 1.8889 -1.8977 2.0441
H 1.1887 -1.7970 2.6033
H 1.4752 -2.3860 1.4409
O -1.5677 -1.6278 2.2277
H -1.6230 -1.6008 1.2614
H -1.9297 -0.8067 2.3829
O 1.8345 0.1492 -3.6270
H 2.4014 -0.4667 -3.1342
H 1.2093 0.3466 -2.9841
*
```

## Properties
Frontier orbital gap (eV): 10.44
E_HOMO (eV): -9.93
E_LUMO (eV): 0.50
Energy relative to the best compared isomer or geometry (same formula, charge and spin) (kJ/mol): 292.7
Structure (SMILES): C=NCCC.O.O.O

---

(2)
# C22H25N3O6S

The molecule C22H25N3O6S in a non-equilibrium geometry (the ωB97M-V functional and the def2-TZVPD basis, the OMol25 dataset).

Structure (ORCA input):
```
! wB97M-V def2-TZVPD RIJCOSX def2/J DEFGRID3
* xyz 0 1
C 4.7657 -0.9291 -1.3192
C 4.1120 -1.9134 -2.2883
N 2.8183 -1.5009 -2.7818
C 2.6959 -0.2890 -3.5607
C 3.4109 -0.3973 -4.9036
S 1.5216 -1.9841 -1.8865
O 0.3288 -1.6363 -2.6142
O 1.7181 -3.3522 -1.5168
C 1.4723 -1.0074 -0.3799
C 1.6795 -1.6256 0.8393
C 1.4379 -0.9236 2.0043
C 0.9974 0.4033 1.9554
C 0.4528 1.0257 3.1479
C 0.1732 2.3247 3.3150
C -0.8232 2.8133 4.2815
O -1.1013 3.9700 4.4490
O -1.5173 1.7855 4.8496
C -2.9059 2.0075 5.0528
C -3.6713 1.7086 3.7427
O -4.7232 2.2364 3.4806
N -3.0034 0.8118 2.9707
C -3.1953 0.4535 1.6321
C -4.2216 0.9699 0.8474
C -4.3064 0.6033 -0.4806
C -3.3822 -0.2650 -1.0589
C -3.5728 -0.6061 -2.5026
N -2.5113 -1.1205 -3.1566
O -4.6379 -0.4173 -3.0619
C -2.3711 -0.7954 -0.2631
C -2.2848 -0.4410 1.0689
C 0.8698 1.0291 0.7104
C 1.0928 0.3207 -0.4528
H 5.0037 0.0086 -1.8158
H 5.6904 -1.3571 -0.9417
H 4.1097 -0.7214 -0.4765
H 3.9392 -2.8704 -1.7942
H 4.7708 -2.0850 -3.1437
H 3.0725 0.5809 -3.0050
H 1.6258 -0.1631 -3.7309
H 3.0921 -1.2977 -5.4206
H 4.4895 -0.4287 -4.7739
H 3.1633 0.4660 -5.5153
H 1.9762 -2.6625 0.8504
H 1.5537 -1.4108 2.9615
H 0.1543 0.3337 3.9271
H 0.5310 3.0877 2.6398
H -3.1033 3.0420 5.3471
H -3.2325 1.3303 5.8448
H -2.1664 0.4217 3.3870
H -4.9369 1.6485 1.2819
H -5.1002 0.9862 -1.1039
H -1.5927 -1.2691 -2.7693
H -2.6472 -1.3610 -4.1248
H -1.6538 -1.4945 -0.6672
H -1.5025 -0.8639 1.6842
H 0.5223 2.0481 0.6558
H 0.9230 0.7722 -1.4167
*
```

## Properties
Frontier orbital gap (eV): 7.55
E_HOMO (eV): -8.65
E_LUMO (eV): -1.10
Energy relative to the best compared isomer or geometry (same formula, charge and spin) (kJ/mol): 149.3
Structure (SMILES): CCN(CC)S(=O)(=O)c1ccc(/C=C/C(=O)OCC(=O)Nc2ccc(C(N)=O)cc2)cc1

---

(3)
# C43H46Cl2N12O5SSm

A structure of composition C43H46Cl2N12O5SSm in a non-equilibrium geometry (the ωB97M-V functional and the def2-TZVPD basis, the OMol25 dataset).

Structure (ORCA input):
```
! wB97M-V def2-TZVPD RIJCOSX def2/J DEFGRID3
* xyz 1 6
Sm 0.2730 0.0056 0.5703
N 2.1026 -0.2990 -1.6702
N 2.3693 1.0436 -2.0080
C 2.0518 2.0867 -1.1221
O 2.2904 3.2258 -1.5007
O 1.4566 1.7368 -0.0367
H 2.9281 -0.7773 -1.3234
H 1.7976 -0.7713 -2.5119
H 3.1385 1.2361 -2.6300
C -5.6107 -1.4587 -0.4535
N -4.1553 -1.4799 -0.4832
C -3.2756 -0.6963 0.1472
N -2.0464 -1.0953 -0.1312
C -2.2483 -2.1674 -0.9464
N -3.5100 -2.4245 -1.1846
C -6.2086 -0.1020 -0.1686
C -7.2530 -0.0031 0.7428
C -7.8949 1.2091 0.9579
C -7.4876 2.3437 0.2824
C -6.4279 2.2596 -0.6202
C -5.7967 1.0378 -0.8498
C -5.9859 3.4642 -1.3071
N -6.5306 4.6368 -1.3080
N -5.7177 5.4587 -2.0424
C -4.7196 4.7443 -2.4492
O -4.8328 3.4566 -2.0213
C -3.5291 5.1458 -3.1789
C -3.3460 6.4572 -3.6025
C -2.1559 6.8011 -4.2224
C -1.1470 5.8645 -4.3920
C -1.3237 4.5512 -3.9676
C -0.2066 3.5400 -4.1442
N -0.4355 2.3358 -3.3704
C -0.5085 2.2427 -2.0442
N -0.8062 0.9979 -1.6959
C -0.9018 0.3651 -2.9029
N -0.6820 1.1412 -3.9334
C -2.5292 4.1982 -3.3882
H -5.9510 -2.1748 0.2951
H -5.9442 -1.8208 -1.4259
H -3.5558 0.1107 0.8005
H -1.4495 -2.7637 -1.3584
H -7.5802 -0.8848 1.2808
H -8.7191 1.2625 1.6562
H -7.9691 3.2999 0.4362
H -5.0006 0.9809 -1.5842
H -4.1287 7.1838 -3.4313
H -2.0019 7.8157 -4.5647
H -0.2096 6.1567 -4.8509
H 0.7459 3.9682 -3.8262
H -0.1265 3.2369 -5.1865
H -0.3396 3.0841 -1.3926
H -1.1619 -0.6758 -3.0099
H -2.7183 3.1790 -3.0807
Cl -1.7555 4.6953 0.3465
C -2.5715 3.1328 0.4495
Cl -1.5816 1.9265 1.3159
H -2.7556 2.7580 -0.5509
H -3.4923 3.2624 1.0061
N 2.4491 -2.7723 0.8669
C 1.6661 -1.9240 0.7788
O 0.8451 0.9184 2.6564
S 1.2087 1.4235 4.0309
C 0.4441 3.0966 4.1644
C 1.1686 4.2308 3.5054
C 1.4716 4.2098 2.1453
C 2.1561 5.2648 1.5623
C 2.5380 6.3573 2.3292
C 2.2334 6.3888 3.6826
C 1.5555 5.3299 4.2675
C 2.9939 1.8516 3.9975
C 3.7721 0.6290 3.6131
C 4.0201 -0.3717 4.5491
C 4.7505 -1.4953 4.1966
C 5.2552 -1.6199 2.9105
C 5.0064 -0.6275 1.9763
C 4.2521 0.4845 2.3160
H 0.3464 3.2607 5.2389
H -0.5481 2.9363 3.7425
H 1.1993 3.3591 1.5333
H 2.3948 5.2173 0.5065
H 3.0712 7.1814 1.8739
H 2.5302 7.2341 4.2897
H 1.3131 5.3592 5.3240
H 3.2314 2.1829 5.0092
H 3.1301 2.6653 3.2901
H 3.6468 -0.2618 5.5621
H 4.9390 -2.2679 4.9310
H 5.8335 -2.4915 2.6367
H 5.4093 -0.7221 0.9758
H 4.0601 1.2613 1.5854
O -1.0935 -0.9935 2.5196
C -1.3474 -1.7618 3.4430
C -1.2543 -1.3684 4.8878
C 0.1180 -1.9203 5.3568
C 0.3591 -3.4287 5.1526
C 0.6921 -3.8568 3.7085
C -0.5151 -3.9149 2.7409
N -1.6206 -3.0921 3.2617
H -2.0568 -1.8292 5.4669
H -1.2863 -0.2874 5.0159
H 0.2147 -1.6904 6.4191
H 0.9071 -1.3753 4.8303
H -0.4812 -4.0091 5.5507
H 1.2248 -3.6929 5.7615
H 1.1656 -4.8388 3.7342
H 1.4343 -3.1632 3.3145
H -0.8870 -4.9316 2.6319
H -0.2299 -3.5453 1.7593
H -1.9736 -3.5094 4.1094
*
```

## Properties
Frontier orbital gap (alpha / beta) (eV): 8.54 / 8.63
E_HOMO (alpha / beta) (eV): -10.90 / -10.90
E_LUMO (alpha / beta) (eV): -2.36 / -2.28